Below is a molecular structure, C20H14N4O4PbS2Se at a distorted geometry, with properties calculated with ωB97M-V/def2-TZVPD.

The value obtained for the strongest force on any atom is 3.7 eV Å⁻¹. The total charge is +2. The orbital gap (alpha / beta) is 5.6 / 2.6 eV. For the relative energy (zero: lowest compared OMol25 entry of this formula, charge and spin), the calculation gives 104.1 kJ/mol.

Cartesian coordinates (Å):
N 4.139 3.814 -3.271
O -1.087 -1.791 0.836
C -2.125 -2.462 1.063
H -3.009 -1.236 2.559
C 2.126 4.385 -2.230
C 3.528 0.031 -0.048
O 0.782 -0.560 3.732
Se 3.412 5.180 -4.231
H -1.598 3.009 1.175
H -4.413 -4.080 0.820
C 4.700 0.349 -0.766
C 4.731 1.605 -1.442
H 0.060 5.836 -1.753
H 5.440 -0.426 -0.892
N 2.466 0.855 0.151
Pb 0.275 0.190 1.507
C 3.273 3.494 -2.342
H -3.187 -6.080 -2.777
H -1.791 5.209 0.154
H -0.445 -3.496 -0.653
C -3.691 -4.278 0.076
C -0.999 4.521 -0.199
C -3.875 -5.104 -1.043
H -4.070 -2.583 1.781
H -4.809 -5.601 -1.250
C 1.217 2.840 -0.471
O -1.452 0.436 3.774
C -3.088 -2.246 2.139
C -2.449 -3.600 0.166
C 1.111 4.078 -1.232
C 2.452 2.044 -0.541
C -0.032 4.877 -1.147
C -2.911 -5.401 -1.969
S -1.734 -1.655 5.131
S -0.432 -0.275 4.653
C 3.602 2.420 -1.356
H 3.585 -0.894 0.502
C -0.861 3.291 0.441
H 5.645 1.878 -2.004
N 1.994 5.324 -3.131
N 0.225 2.456 0.338
H -0.832 -5.152 -2.469
H -2.768 -2.858 3.008
C -1.636 -4.876 -1.799
C -1.446 -3.923 -0.830
O -0.024 0.458 5.838